No. 1
# C4H6O2

One molecule with the formula C4H6O2 in a non-equilibrium geometry (ωB97M-V/def2-TZVPD, the Open Molecules 2025 dataset).

The calculation puts the gap between HOMO and LUMO at 0.38200 Ha. The calculation puts the energy above the lowest of the compared OMol25 structures with the same formula, charge and spin at 80.6 kcal/mol. The HOMO energy is -0.352 hartree.

ORCA input file:
```
! wB97M-V def2-TZVPD RIJCOSX def2/J DEFGRID3
* xyz 0 1
O 2.41 -1.72 0.23
C 2.12 -0.72 -0.30
O 1.25 0.51 0.28
C -0.05 0.15 0.62
C -1.00 -0.37 -0.42
C -1.20 1.00 0.19
H 1.93 0.01 -1.08
H -0.10 -0.30 1.61
H -0.68 -0.39 -1.46
H -1.68 -1.17 -0.14
H -0.98 1.86 -0.43
H -2.02 1.14 0.89
*
```

Here are the Mulliken charges for atoms 1 to 6, given in e:
1. O -0.40
2. C 0.16
3. O -0.47
4. C 0.09
5. C -0.54
6. C -0.55

***

No. 2
# C24H25AsNORhS2

C24H25AsNORhS2 as an isolated structure in a non-equilibrium geometry (ωB97M-V/def2-TZVPD, the Open Molecules 2025 dataset).

The calculation puts the gap between HOMO and LUMO (spin up / spin down) at 0.20800 / 0.20816 Ha. The HOMO energy (spin up / spin down) is -0.520 / -0.520 hartree.

ORCA input file:
```
! wB97M-V def2-TZVPD RIJCOSX def2/J DEFGRID3
* xyz 2 1
Rh -0.47 -0.92 0.00
S -1.02 -3.60 3.50
C -2.46 -3.78 2.56
C -2.55 -2.88 1.54
C -1.44 -2.01 1.47
C -0.53 -2.28 2.52
C 0.68 -1.54 2.72
C 1.53 -1.71 3.82
C 2.66 -0.93 3.94
C 2.91 0.03 2.96
C 2.04 0.15 1.90
N 0.96 -0.62 1.77
H -3.16 -4.55 2.81
H -3.39 -2.85 0.86
H 1.29 -2.46 4.56
H 3.34 -1.06 4.77
H 3.78 0.67 3.02
H 2.20 0.89 1.12
C 1.79 -2.55 -2.78
As 0.57 -2.81 -1.27
C 1.35 -4.28 -0.23
C -0.92 -3.73 -2.14
H 1.89 -3.49 -3.34
H 2.78 -2.22 -2.46
H 1.35 -1.79 -3.43
H 1.56 -5.10 -0.92
H 0.65 -4.63 0.53
H 2.27 -3.98 0.27
H -0.67 -4.79 -2.23
H -1.08 -3.30 -3.13
H -1.85 -3.63 -1.56
O -0.56 0.38 -1.90
S 0.03 1.31 -0.90
C 0.66 2.76 -1.79
C 1.67 3.49 -1.20
C 2.14 4.62 -1.85
C 1.60 4.98 -3.08
C 0.59 4.23 -3.65
C 0.11 3.09 -3.02
C -1.38 2.02 -0.05
C -2.66 1.77 -0.52
C -3.73 2.38 0.12
C -3.52 3.20 1.22
C -2.23 3.42 1.69
C -1.15 2.83 1.06
H 2.08 3.18 -0.25
H 2.92 5.20 -1.39
H 1.99 5.84 -3.59
H 0.17 4.52 -4.60
H -0.67 2.49 -3.46
H -2.81 1.14 -1.39
H -4.73 2.23 -0.26
H -4.36 3.64 1.73
H -2.07 4.06 2.54
H -0.14 2.99 1.41
*
```

Here are the Mulliken charges for atoms 1 to 6, given in e:
1. Rh -0.58
2. S -0.09
3. C -0.42
4. C -0.31
5. C -0.19
6. C -0.17

***

No. 3
# C3H15NO3

A 4-piece molecular cluster, C3H15NO3 overall (ωB97M-V/def2-TZVPD, the Open Molecules 2025 dataset).

The calculation puts the gap between HOMO and LUMO at 0.38032 Ha. The calculation puts the energy above the lowest of the compared OMol25 structures with the same formula, charge and spin at 7.2 kcal/mol. The HOMO energy is -0.352 hartree.

ORCA input file:
```
! wB97M-V def2-TZVPD RIJCOSX def2/J DEFGRID3
* xyz 0 1
C 1.55 0.13 -0.78
C 1.86 -0.57 0.54
C 0.84 -1.63 0.95
N 0.58 1.24 -0.63
H 2.41 0.56 -1.29
H 1.16 -0.66 -1.44
H 2.81 -1.11 0.49
H 1.96 0.16 1.34
H 0.89 -2.49 0.28
H 1.09 -2.01 1.94
H -0.20 -1.28 1.02
H -0.04 1.01 0.16
H 1.10 2.01 -0.20
H -3.33 -0.89 -0.39
H -2.09 -0.08 -0.78
O -2.54 -0.46 -0.02
H -2.08 1.29 -2.53
H -0.65 0.87 -2.02
O -1.50 0.54 -2.38
H -1.07 1.16 2.66
H -1.79 0.93 1.37
O -0.95 1.25 1.72
*
```

Here are the Mulliken charges for atoms 1 to 6, given in e:
1. C -0.52
2. C -0.36
3. C -1.11
4. N -0.54
5. H 0.36
6. H 0.24